No. 1
{"formula": "C15H13Cl16IN2O3", "method": "ωB97M-V with the def2-TZVPD basis set", "total_charge": 0, "homo_lumo_gap_ev": 6.83, "spin_multiplicity": 1, "species": ["C", "C", "C", "N", "C", "C", "I", "C", "O", "C", "O", "C", "C", "C", "N", "C", "O", "H", "H", "H", "H", "H", "H", "H", "H", "H", "H", "H", "H", "H", "Cl", "C", "Cl", "Cl", "Cl", "Cl", "C", "Cl", "Cl", "Cl", "Cl", "C", "Cl", "Cl", "Cl", "Cl", "C", "Cl", "Cl", "Cl"], "positions_angstrom": [[-4.108547, 1.831502, -0.101210], [-3.487323, 0.355523, -0.052247], [-3.550445, -0.486843, -1.389600], [-2.966556, -0.034889, 1.100764], [-1.530592, 0.046794, 1.140106], [-0.862808, -0.799265, 2.082388], [-2.055361, -2.109354, 3.332726], [0.713942, -0.778028, 2.268371], [1.281823, -1.206794, 3.280357], [1.536885, -0.197762, 1.027449], [2.910328, -0.562843, 0.959720], [0.907703, 0.633839, 0.065114], [1.771561, 1.154306, -1.160904], [2.108490, 2.717164, -1.118024], [1.060122, 3.561278, -1.800739], [-0.631205, 1.012842, 0.283364], [-0.995480, 2.089768, -0.223519], [-3.581015, 2.479505, -0.878624], [-3.980771, 2.319900, 0.925657], [-5.222643, 1.787376, -0.314980], [-3.741199, -1.593535, -1.245622], [-4.407093, -0.070475, -2.030589], [-2.609769, -0.341437, -2.030217], [3.381441, 0.196937, 1.375154], [1.151811, 0.983490, -2.110105], [2.764508, 0.605403, -1.252745], [3.060005, 2.871168, -1.743868], [2.372350, 3.106254, -0.074905], [1.551708, 4.339260, -2.262061], [0.471228, 3.989410, -1.072045], [2.909403, 4.384981, -6.972552], [1.941973, 4.723414, -5.522503], [1.407028, 3.194189, -4.796714], [2.928795, 5.622446, -4.349477], [0.524455, 5.694015, -5.969925], [2.740530, -1.887529, -6.675774], [1.296691, -1.145291, -5.956324], [0.982024, -1.879193, -4.369513], [1.563032, 0.600013, -5.757751], [-0.099638, -1.413979, -7.020208], [3.291408, -4.176667, 3.214802], [1.797489, -4.683508, 4.029626], [0.451012, -4.654304, 2.872014], [1.997385, -6.333087, 4.661067], [1.447125, -3.577635, 5.371052], [-1.309831, -2.789014, 8.455639], [-1.697839, -4.474356, 8.052546], [-3.248941, -4.533715, 7.188634], [-0.419495, -5.143056, 7.019649], [-1.815705, -5.428225, 9.546547]], "forces_ev_per_a": [[-0.491, -0.608, 0.642], [-0.383, 1.178, 0.324], [-0.435, 0.678, -0.409], [2.900, 2.240, -3.321], [-0.102, -3.216, 2.305], [0.759, 1.421, -1.191], [0.923, 1.179, -0.826], [-0.408, -0.347, 0.662], [-1.300, 1.034, -2.668], [-1.560, 1.090, -1.088], [-1.728, 1.543, 0.645], [1.393, -2.084, 1.901], [-0.942, 0.735, 0.072], [0.746, 0.277, -0.738], [0.734, 0.189, 1.249], [1.154, 1.473, -1.092], [0.062, -3.030, 1.409], [-0.662, -1.179, 0.872], [-0.029, -0.841, -1.516], [1.268, 0.078, -0.013], [0.463, 1.378, 0.185], [1.212, -0.561, 0.960], [-1.080, -0.162, 1.140], [-0.193, -0.899, -0.363], [0.956, 0.241, 1.234], [-1.567, 0.376, 0.435], [-1.246, -0.416, 0.910], [-0.459, -0.787, -1.187], [-0.377, -0.444, 0.346], [0.189, -0.388, -0.584], [-0.121, 0.068, 0.223], [-0.079, -0.116, -0.104], [0.113, 1.008, -0.144], [-0.098, -0.097, -0.128], [0.228, -0.144, 0.086], [-0.222, 0.099, 0.113], [0.058, -0.039, -0.054], [0.044, 0.114, -0.199], [-0.065, -0.945, -0.216], [0.197, 0.039, 0.160], [-0.230, -0.104, 0.100], [0.023, 0.277, -0.025], [0.347, -0.141, 0.174], [-0.030, 0.143, -0.054], [0.598, 0.079, -0.680], [-0.051, -0.233, -0.076], [0.065, -0.159, -0.050], [0.201, 0.026, 0.115], [-0.764, -0.173, 0.639], [-0.014, 0.148, -0.175]], "mulliken_charge": [-1.0916, 0.6095, -0.9231, -0.3923, 0.3956, -0.7107, 0.0849, 0.5574, -0.4969, 0.2122, -0.5361, 0.3120, -0.4974, -0.4297, -0.3995, 0.3388, -0.5935, 0.2551, 0.3076, 0.4129, 0.3089, 0.3411, 0.2278, 0.3409, 0.1409, 0.3484, 0.3213, 0.2966, 0.1105, 0.2219, -0.1103, 0.3508, -0.0284, -0.1275, -0.1032, -0.1019, 0.3222, -0.0905, -0.0444, -0.1026, -0.0906, 0.3182, -0.0833, -0.1146, -0.0576, -0.1039, 0.3060, -0.0960, -0.0117, -0.1039]}


No. 2
{"formula": "C11H22N6O4", "method": "ωB97M-V with the def2-TZVPD basis set", "total_charge": 0, "homo_lumo_gap_ev": 9.08, "spin_multiplicity": 1, "species": ["H", "N", "C", "N", "N", "C", "C", "C", "C", "N", "C", "O", "C", "N", "C", "C", "C", "N", "O", "C", "O", "O", "H", "H", "H", "H", "H", "H", "H", "H", "H", "H", "H", "H", "H", "H", "H", "H", "H", "H", "H", "H", "H"], "positions_angstrom": [[-1.789388, 3.795117, 0.969283], [-2.349415, 3.163179, 0.415384], [-1.560309, 2.348972, -0.297357], [-0.178751, 2.367117, -0.640811], [-2.120155, 1.245329, -0.914719], [-3.530276, 0.762950, -0.659996], [-3.810397, 0.224314, 0.693446], [-2.750675, -0.603410, 1.340550], [-1.792922, -1.725629, 0.630199], [-0.490159, -1.258544, -0.038564], [0.471326, -0.760480, 0.781345], [0.302262, -0.468814, 1.971932], [1.791130, -0.532477, 0.132163], [1.748628, 0.056063, -1.238147], [2.713509, 0.312943, 1.070184], [4.028677, 0.593700, 0.343120], [4.675980, -0.630477, 0.040214], [5.631418, -0.493626, -1.043749], [4.611257, -1.657512, 0.682684], [-2.756069, -2.390521, -0.344803], [-3.772480, -2.988009, -0.036080], [-2.364609, -2.510092, -1.617936], [-0.002561, 2.652788, -1.633653], [0.471976, 2.872798, 0.026036], [-1.511038, 0.422002, -0.669974], [-4.004561, 1.717755, -0.786249], [-3.728939, 0.048203, -1.468657], [-4.122867, 0.996069, 1.425552], [-4.742957, -0.377512, 0.637678], [-2.007065, 0.137227, 1.796247], [-3.198183, -1.203896, 2.137715], [-1.547001, -2.442078, 1.354380], [-0.079599, -1.921775, -0.609993], [2.159885, -1.597903, 0.001778], [0.931881, 0.573343, -1.366573], [1.511552, -0.869875, -1.830873], [2.965766, -0.292921, 1.918210], [2.019003, 1.121580, 1.325203], [3.828604, 1.144585, -0.513354], [4.758465, 1.201595, 0.902499], [5.866064, -1.396438, -1.459617], [5.284906, 0.272248, -1.667149], [-1.561919, -1.907908, -1.757528]], "forces_ev_per_a": [[0.209, 0.705, -0.357], [2.502, -2.668, -1.285], [-2.722, 1.517, 1.336], [1.373, 1.333, 0.680], [0.509, -2.826, 0.629], [1.698, 2.094, -1.030], [-1.969, -0.829, 0.487], [3.498, 0.125, 1.527], [-1.466, 2.269, -1.588], [-3.426, 0.522, 1.880], [0.222, 1.774, 2.996], [-0.281, -0.652, -1.827], [1.449, -0.637, -0.347], [0.559, -5.068, -1.344], [-0.780, -0.840, -1.082], [-1.607, 2.058, 2.329], [3.748, -2.441, -1.809], [-2.209, 0.531, 0.686], [-0.296, 0.152, -0.265], [-0.774, -2.572, 0.092], [1.288, 1.464, 0.379], [2.039, 1.855, -0.925], [-0.388, -0.349, 1.440], [-1.433, -0.553, -1.256], [-0.268, 1.409, -0.980], [-1.350, 0.007, -0.340], [-0.174, 0.315, 0.226], [0.668, -0.104, -0.484], [0.445, 0.114, -0.343], [-0.938, -1.235, -0.256], [0.123, 0.352, 0.060], [0.261, -0.874, 1.194], [0.693, -1.717, -1.611], [0.227, 1.172, 0.284], [-1.600, 1.409, 0.128], [0.977, 2.967, 1.027], [-0.307, -0.056, 0.699], [0.989, 0.411, 0.295], [-0.291, 0.969, -1.741], [-0.379, -0.188, 0.254], [-0.039, 0.611, -0.033], [0.899, -1.418, 0.315], [-1.683, -1.110, -0.043]], "mulliken_charge": [0.2014, -0.7282, 0.4657, -0.3772, -0.2685, -0.9819, -0.5182, -0.9248, 0.2586, -0.4119, -0.2399, -0.6682, 0.3979, -0.6797, -0.9983, -1.0162, 0.6694, -0.5463, -0.5975, 0.0697, -0.6062, -0.5445, 0.2779, 0.2255, 0.0790, 0.5543, 0.3734, 0.3701, 0.3933, 0.3112, 0.5078, 0.8569, 0.4145, 0.5657, 0.2787, 0.3431, 0.2692, 0.4659, 0.4266, 0.4281, 0.2671, 0.2790, 0.3577]}


No. 3
{"formula": "C4H12N8", "method": "ωB97M-V with the def2-TZVPD basis set", "total_charge": 2, "homo_lumo_gap_ev": [6.48, 6.49], "spin_multiplicity": 1, "species": ["C", "C", "C", "C", "N", "N", "N", "N", "N", "N", "N", "N", "H", "H", "H", "H", "H", "H", "H", "H", "H", "H", "H", "H"], "positions_angstrom": [[3.967473, 0.582750, -0.749266], [2.068150, 0.048979, 0.654126], [2.798258, -1.255814, 0.213604], [-0.478056, 0.540673, 0.764949], [-1.657446, 0.618900, 0.336444], [-2.401761, 1.345127, -0.285296], [3.063699, 1.025968, 0.185292], [3.839067, -0.878595, -0.518157], [0.637991, 0.059863, 0.150201], [-3.600196, 1.304413, -0.563772], [-5.466185, -0.964484, 0.301991], [-4.756605, -0.681315, -0.730920], [3.781466, 0.792557, -1.823153], [4.889826, 0.908299, -0.536688], [2.187822, 0.011649, 1.796786], [2.611792, -2.290708, 0.453158], [-0.365893, 0.809459, 1.776881], [3.049423, 2.027206, 0.219138], [4.677522, -1.390800, -0.873836], [0.464402, -0.055795, -0.809424], [-4.013935, 1.986528, -1.159979], [-5.017591, -1.515407, 0.923178], [-6.312412, -0.546755, 0.581235], [-5.279357, -0.106595, -1.378037]], "forces_ev_per_a": [[-2.905, -2.624, -1.841], [0.392, -0.278, 0.737], [2.760, 2.608, -2.041], [1.215, -0.037, 1.308], [0.105, -2.290, 0.378], [-0.784, 4.484, -2.817], [-2.104, 0.729, 0.971], [-0.238, -0.994, 0.525], [0.972, 0.129, 0.988], [-1.221, -3.997, 1.330], [1.083, 1.792, -3.959], [-0.583, -0.116, 1.684], [-0.156, -0.275, 0.242], [3.781, 0.930, 0.840], [-1.290, 0.236, -1.421], [-0.186, -0.093, 0.096], [0.535, 0.300, 1.378], [-1.015, 0.257, 0.779], [-1.434, -0.520, 0.446], [0.455, -0.359, -1.668], [0.816, 1.345, -0.374], [1.607, -2.353, 2.617], [-1.433, 0.824, 0.031], [-0.372, 0.302, -0.228]], "mulliken_charge": [-0.5302, 0.0384, -0.2143, -0.0937, 0.0883, 0.0077, -0.2149, -0.0573, -0.2752, -0.3770, 0.0676, -0.1974, 0.3074, 0.4075, 0.4174, 0.4610, 0.3633, 0.1975, 0.3084, 0.2285, 0.2412, 0.2583, 0.2580, 0.3094]}


No. 4
{"formula": "C3H13NO4", "method": "ωB97M-V with the def2-TZVPD basis set", "total_charge": 0, "homo_lumo_gap_ev": 9.99, "spin_multiplicity": 1, "species": ["C", "N", "C", "C", "O", "H", "H", "H", "H", "H", "H", "H", "O", "H", "H", "O", "H", "H", "O", "H", "H"], "positions_angstrom": [[-1.451683, -2.211442, -1.359811], [-0.888121, -0.946964, -0.740508], [-1.064045, -0.520496, 0.529058], [-1.978393, -1.331584, 1.399367], [-0.586138, 0.602847, 0.940486], [-2.620979, -2.015013, -1.405024], [-1.227178, -3.208711, -0.846193], [-1.099653, -2.320110, -2.420234], [-0.113878, -0.435270, -1.338035], [-1.952231, -1.043905, 2.426948], [-2.931265, -1.634622, 0.936006], [-1.351229, -2.235015, 1.412073], [1.004791, 0.274918, -2.229380], [0.583609, 0.811672, -2.911541], [1.369698, 0.964769, -1.578471], [1.777982, 2.428315, -0.443602], [1.641930, 1.869033, 0.375837], [1.005230, 2.993104, -0.492899], [2.275290, 1.200418, 2.165734], [2.668044, 0.424845, 1.714785], [1.434059, 0.787131, 2.432701]], "forces_ev_per_a": [[-1.729, 0.823, 0.278], [1.548, -0.764, -1.225], [-0.320, 3.562, 0.044], [1.476, -1.614, -0.860], [-0.480, -3.075, -0.972], [2.287, -0.930, 0.022], [-0.258, 1.600, -0.325], [-0.185, 0.420, 1.100], [-1.645, -0.925, 1.253], [-0.630, 0.772, 0.394], [0.313, 0.482, 0.430], [-0.529, -0.599, 0.192], [0.742, 1.213, 0.686], [0.084, -0.052, 0.006], [-0.448, -0.702, -0.903], [0.004, -1.188, 0.602], [0.144, 1.014, -0.719], [-0.225, 0.055, 0.144], [-0.287, -1.379, -0.440], [0.205, 0.697, 0.279], [-0.066, 0.590, 0.014]], "mulliken_charge": [-0.8796, -0.0942, 0.6667, -1.1310, -0.6790, 0.2588, 0.2580, 0.3055, 0.4021, 0.3255, 0.2912, 0.3334, -0.7530, 0.3136, 0.4234, -0.7377, 0.3823, 0.3432, -0.7019, 0.3393, 0.3332]}